1.
A 8-piece molecular cluster, C3H21NO9 overall. Source: the Open Molecules 2025 dataset; level of theory: ωB97M-V with the def2-TZVPD basis set.

Geometry as XYZ:
```
34
Properties=species:S:1:pos:R:3:nbo_charge:R:1
C 1.07856 0.81387 -1.05612 -0.559
C 1.97524 0.56988 -2.30136 -0.075
O 2.10375 -0.85002 -2.23331 -0.760
C 1.35667 2.03590 -0.27064 0.635
N 0.65714 2.02525 0.92306 -0.560
O 2.16242 2.94713 -0.40609 -0.226
H 1.05920 -0.12620 -0.51352 0.301
H 0.04057 0.97132 -1.39227 0.289
H 1.52157 0.85591 -3.26186 0.203
H 2.94006 1.06834 -2.44128 0.214
H 2.71388 -1.33383 -2.79753 0.519
H 0.61881 2.91886 1.40152 0.429
H -0.21636 1.45773 0.94696 0.467
H -0.64531 -0.80224 3.84823 0.488
H -0.67595 0.24290 2.78922 0.474
O -0.11831 -0.44222 3.12426 -0.962
H 0.23299 -1.89020 1.53278 0.484
H -0.20573 -3.26854 1.66008 0.481
O -0.38665 -2.49845 1.10066 -0.967
H 2.90268 0.57532 1.55060 0.462
H 3.08668 2.06930 1.81257 0.456
O 3.32843 1.22138 2.14726 -0.838
H -2.62625 0.59705 0.81404 0.539
H -2.35333 1.82297 1.72107 0.497
O -1.93303 1.01986 1.36793 -0.979
H -0.49503 -2.04570 -1.32450 0.475
H 0.43634 -1.52192 -2.41054 0.478
O -0.39368 -1.97545 -2.26834 -0.967
H -2.08548 -0.04823 -2.32077 0.482
H -3.43312 -0.30235 -1.67927 0.472
O -2.86244 0.42493 -1.98116 -0.953
H -3.26474 -2.05206 -0.14088 0.465
H -3.00205 -2.55227 1.28188 0.487
O -3.51753 -1.92824 0.77731 -0.951
```

Computed properties:
* energy relative to the best compared isomer or geometry (same formula, charge and spin): 0.0 kcal per mole
* total charge: +1
* <S²>: 0.7758
* 2S+1: 2

---

2.
A 7-piece molecular cluster, C3H22NO6S overall. Source: the Open Molecules 2025 dataset; level of theory: ωB97M-V with the def2-TZVPD basis set.

Geometry as XYZ:
```
33
Properties=species:S:1:pos:R:3:nbo_charge:R:1
C 0.60033 0.13206 -0.14057 -0.248
C 0.89793 1.44976 -0.81607 -0.448
C -0.14724 1.90123 -1.89045 -0.498
S -1.94875 1.82366 -1.38133 -0.083
N -0.49889 0.23150 0.89156 -0.730
H 0.41794 -0.65004 -0.88392 0.259
H 1.59172 -0.10721 0.34673 0.219
H 1.82037 1.54257 -1.40297 0.254
H 0.92884 2.25638 -0.04371 0.228
H 0.08150 1.47386 -2.86641 0.234
H 0.12944 2.94438 -2.03299 0.218
H -2.43782 1.23523 -2.44075 0.142
H -0.21546 -0.49921 1.54384 0.428
H -0.30218 1.09316 1.43079 0.469
H -1.42590 -0.17295 0.65148 0.492
H 2.17047 -2.88340 1.40076 0.476
H 2.12686 -3.92043 0.23567 0.486
O 1.81617 -3.05791 0.52155 -0.960
H -0.17217 4.00013 2.04270 0.487
H 1.16704 3.56488 2.47895 0.485
O 0.43066 3.24890 1.94456 -0.961
H 0.21081 -1.48221 3.38301 0.463
H 0.44784 -0.68825 4.48938 0.492
O 0.26056 -0.51847 3.54721 -0.950
H -3.64047 -0.58006 1.48110 0.497
H -3.21708 -1.88474 0.88268 0.489
O -3.00387 -0.94038 0.85456 -0.948
H 2.98522 -1.49610 -2.29489 0.472
H 1.75490 -1.81958 -3.04596 0.469
O 2.25932 -1.05110 -2.74713 -0.936
H -1.83580 -1.70759 -2.82768 0.484
H -1.60136 -2.10331 -1.35594 0.467
O -1.65095 -1.33477 -1.95577 -0.947
```

Computed properties:
* energy relative to the best compared isomer or geometry (same formula, charge and spin): 15.9 kcal per mole
* total charge: +1

---

3.
A 8-piece molecular cluster, C3H22NO8S overall. Source: the Open Molecules 2025 dataset; level of theory: ωB97M-V with the def2-TZVPD basis set.

Geometry as XYZ:
```
35
Properties=species:S:1:pos:R:3:nbo_charge:R:1
C 1.03851 0.27280 -1.10891 -0.061
O 0.49177 -0.99542 -1.04459 -0.969
C 0.93797 0.85206 0.30773 -0.074
C 1.63331 2.19654 0.69436 -0.510
S 0.50707 3.64649 0.81650 -0.087
N 1.41070 -0.09968 1.35741 -0.904
H 2.08997 0.27057 -1.45651 0.127
H 0.45893 0.98245 -1.73640 0.152
H -0.12838 0.98715 0.52096 0.178
H 2.51712 2.39497 0.06943 0.208
H 2.10470 2.24564 1.67523 0.211
H -0.63033 2.94394 0.79476 0.135
H 2.34258 -0.46819 1.19047 0.351
H 0.79208 -0.90468 1.23634 0.401
H 1.65920 -2.76659 -0.26413 0.519
H 1.24137 -4.20149 0.50013 0.473
O 1.92812 -3.56485 0.21958 -1.001
H -0.68640 -2.69974 0.77944 0.459
H -0.65038 -1.36244 -0.08219 0.513
O -1.02780 -1.81337 0.76322 -1.040
H -1.90199 -0.30792 1.98466 0.487
H -1.21986 0.36845 3.15882 0.481
O -2.10380 0.07674 2.87206 -0.979
H 0.02881 -1.34438 -2.57052 0.520
H -0.06079 -1.83018 -4.05022 0.459
O -0.56225 -1.33836 -3.39033 -1.007
H -2.28131 0.52231 -3.87208 0.451
H -0.86534 0.28515 -3.72240 0.498
O -1.46480 1.03710 -3.97720 -0.990
H -3.28986 1.69193 -1.66167 0.485
H -3.39448 0.93779 -0.24472 0.484
O -3.70298 1.67284 -0.78057 -0.968
H 1.04548 0.77420 3.38223 0.483
H 0.97152 -0.62319 3.56344 0.477
O 0.77155 0.16136 4.07567 -0.962
```

Computed properties:
* energy relative to the best compared isomer or geometry (same formula, charge and spin): 34.8 kcal per mole
* total charge: -1

---

4.
A 7-piece molecular cluster, C3H23N2O6S overall. Source: the Open Molecules 2025 dataset; level of theory: ωB97M-V with the def2-TZVPD basis set.

Geometry as XYZ:
```
35
Properties=species:S:1:pos:R:3:nbo_charge:R:1
N 0.21931 0.70467 -0.26166 -0.732
C 0.85446 -0.16653 0.78190 -0.077
C 2.36560 -0.05545 0.71259 -0.540
S 3.05545 -0.64904 -0.85933 -0.017
C 0.33295 0.25869 2.16082 -0.231
N -1.12259 0.36196 2.10958 -0.868
H -0.79493 0.61986 -0.07787 0.479
H 0.56827 1.65869 -0.17300 0.446
H 0.40537 0.34350 -1.20482 0.486
H 0.51731 -1.19038 0.62139 0.230
H 2.70752 0.97753 0.80720 0.231
H 2.80754 -0.58954 1.55142 0.247
H 2.87765 -1.96766 -0.67243 0.136
H 0.72927 1.24397 2.42354 0.197
H 0.69827 -0.44917 2.91008 0.199
H -1.48888 0.80455 2.93896 0.383
H -1.55795 -0.54901 2.00636 0.382
H -1.90192 -2.76589 0.49810 0.516
H -3.03121 -2.73321 1.60551 0.499
O -2.67620 -2.25482 0.84735 -1.016
H -0.41783 -2.59578 -1.03624 0.510
H -0.40568 -4.16726 -0.74123 0.499
O -0.42103 -3.27876 -0.31074 -1.003
H -0.71692 -1.37098 -3.11608 0.498
H -1.44849 -0.86363 -1.85823 0.510
O -0.59545 -1.23239 -2.18606 -1.001
H -2.80737 -0.81104 -0.14372 0.522
H -3.46653 0.24036 -1.08838 0.504
O -2.61513 -0.11911 -0.81610 -1.004
H 1.30467 2.49332 -3.18230 0.487
H 0.99696 3.13503 -1.82187 0.493
O 0.83484 2.34782 -2.34951 -0.990
H 2.17717 4.25272 -0.00260 0.498
H 0.69584 4.52086 0.08391 0.494
O 1.31966 3.84612 -0.15649 -0.968
```

Computed properties:
* energy relative to the best compared isomer or geometry (same formula, charge and spin): 0.0 kcal per mole
* total charge: +1

---

5.
A 15-piece molecular cluster, C3H24F9O21S3 overall. Source: the Open Molecules 2025 dataset; level of theory: ωB97M-V with the def2-TZVPD basis set.

Geometry as XYZ:
```
60
Properties=species:S:1:pos:R:3:nbo_charge:R:1
C 2.46135 0.72700 -1.84922 0.758
F 1.70931 1.47380 -2.73217 -0.351
F 2.65827 1.36045 -0.70384 -0.314
F 1.83288 -0.46674 -1.68738 -0.314
S 4.26092 0.41205 -2.63857 2.284
O 3.93512 -0.04586 -4.01078 -1.015
O 5.01119 1.70460 -2.59325 -1.004
O 4.96995 -0.57041 -1.79115 -0.994
C 0.58795 -3.08414 -5.46038 0.735
F -0.06014 -2.32196 -6.35298 -0.342
F 0.47814 -4.29322 -5.97663 -0.333
F 1.81095 -2.66650 -5.37870 -0.310
S -0.40585 -3.02965 -3.77973 2.303
O -1.74356 -3.54543 -4.04717 -1.004
O 0.25470 -4.05070 -2.98436 -0.998
O -0.31118 -1.64203 -3.31186 -1.032
C 4.20529 2.52571 2.73063 0.726
F 3.25850 2.32600 1.90352 -0.306
F 4.77036 3.72866 2.49716 -0.344
F 3.78431 2.45304 3.99422 -0.338
S 5.62071 1.24480 2.53878 2.241
O 6.37822 1.57236 1.33140 -0.969
O 6.49506 1.36481 3.76494 -1.036
O 5.01031 -0.08793 2.46457 -0.977
O 5.78667 -1.89887 0.44083 -0.940
H 5.48430 -1.55502 -0.39975 0.495
H 6.74081 -1.83672 0.39631 0.437
O -0.12209 3.78616 -2.37465 -0.976
H -1.03061 4.08618 -2.34618 0.468
H 0.13279 3.70512 -1.45557 0.500
O 0.01166 2.52839 0.05293 -0.961
H 0.79055 2.93410 0.43367 0.471
H 0.33115 1.71465 -0.33691 0.505
O -0.92183 0.24523 -1.60035 -0.990
H -1.72337 -0.26328 -1.47716 0.463
H -0.45278 -0.21153 -2.29863 0.513
O 4.51296 -1.78192 -5.87310 -0.989
H 4.55621 -1.16090 -5.14598 0.501
H 3.61165 -2.10398 -5.86034 0.464
O 7.88042 0.49873 -0.81676 -0.907
H 8.30618 0.70904 -1.64786 0.444
H 7.51226 -0.37474 -0.95000 0.463
O 2.23651 0.82956 -5.98663 -0.978
H 2.30822 0.17724 -5.28980 0.479
H 1.71165 1.53269 -5.60406 0.484
O 1.13176 3.11598 -4.89832 -0.960
H 0.76621 3.36881 -4.05057 0.495
H 1.34482 3.94594 -5.32494 0.469
O 3.11808 4.18115 -2.96904 -0.956
H 3.84826 3.95527 -2.39281 0.488
H 2.38919 3.64694 -2.65348 0.467
O -0.76889 0.81118 -5.09816 -0.934
H -1.53386 0.32918 -4.78394 0.462
H -0.51803 1.36942 -4.36219 0.473
O 7.14617 2.84585 -3.55926 -0.964
H 7.79612 2.21003 -3.85846 0.442
H 6.30914 2.38806 -3.63694 0.507
O 0.46434 -2.41031 -0.04050 -0.941
H 0.44869 -2.24821 -0.98375 0.488
H -0.25776 -1.88561 0.30518 0.451
```

Computed properties:
* energy relative to the best compared isomer or geometry (same formula, charge and spin): 89.2 kcal per mole
* total charge: -3

---

6.
A 10-piece molecular cluster, C3H25NO11 overall. Source: the Open Molecules 2025 dataset; level of theory: ωB97M-V with the def2-TZVPD basis set.

Geometry as XYZ:
```
40
Properties=species:S:1:pos:R:3:nbo_charge:R:1
O 1.78294 -1.96808 3.65413 -0.580
C 1.37707 -1.40549 2.70289 0.528
N 0.28052 -1.68803 1.84655 -0.668
C 0.51142 -0.86353 0.59610 -0.253
C -0.37498 0.36149 0.51881 -0.111
O -0.98919 0.69638 -0.71025 -0.803
H 2.01490 -0.50483 2.44569 0.112
H -0.41201 -2.35999 1.77243 0.423
H 1.57764 -0.67042 0.64836 0.208
H 0.26127 -1.48267 -0.22527 0.203
H -1.21782 0.24534 1.13351 0.167
H 0.13857 1.25710 0.93208 0.193
H -0.42515 0.33225 -1.46678 0.518
O 2.69764 1.53317 0.10543 -1.005
H 2.95012 2.08868 -0.66891 0.469
H 2.29351 2.11832 0.76300 0.501
O -2.00321 -3.05277 0.98180 -0.917
H -2.86572 -2.76818 0.99887 0.480
H -2.09160 -3.82593 1.32178 0.456
O -2.32813 2.71674 0.74563 -0.980
H -2.11484 1.73629 0.54572 0.503
H -3.25202 2.85093 0.65321 0.472
O 1.36942 3.38394 1.23321 -1.025
H 0.95368 3.79162 0.40004 0.546
H 0.99504 3.46085 2.12543 0.507
O 2.94760 -1.34657 -1.75823 -0.951
H 2.81737 -1.33451 -0.85164 0.486
H 3.53060 -1.93441 -2.05649 0.470
O 0.47347 -0.33591 -2.73272 -0.976
H 0.38672 -1.28280 -2.54106 0.505
H 1.42598 -0.08803 -2.56192 0.508
O -0.54495 3.94453 -0.87361 -1.002
H -0.49276 2.92114 -0.99809 0.502
H -1.52531 4.18004 -0.68801 0.508
O -3.51255 0.00371 -0.36682 -0.975
H -4.02671 -0.30790 -1.10057 0.470
H -2.58845 -0.30986 -0.50305 0.492
O -0.08247 -3.04795 -2.14260 -0.946
H 0.62406 -3.52282 -2.40800 0.474
H -0.56167 -3.52185 -1.47065 0.492
```

Computed properties:
* energy relative to the best compared isomer or geometry (same formula, charge and spin): 112.0 kcal per mole
* SMILES string: O=CNCCO.O.O.O.O.O.O.O.O.O

---

For reference, largest force on an atom by record: 3.27 2.95 2.36 1.31 4.84 9.00 eV Å⁻¹.